No. 1
{"formula": "C27H29ClHgN2O7P", "method": "wB97M-V/def2-TZVPD", "elements": ["Hg", "O", "C", "C", "C", "C", "C", "C", "C", "N", "C", "C", "N", "H", "H", "H", "H", "H", "H", "H", "C", "C", "C", "C", "Cl", "C", "C", "C", "O", "C", "C", "O", "O", "H", "H", "H", "H", "H", "H", "H", "H", "C", "C", "C", "C", "C", "C", "H", "H", "H", "H", "H", "C", "O", "P", "O", "C", "O", "C", "H", "H", "H", "H", "H", "H", "H", "H", "H"], "positions_angstrom": [[0.536, 0.313, -0.364], [1.883, -2.196, -0.105], [3.014, -2.727, 0.031], [3.165, -4.164, -0.022], [4.370, -4.804, 0.120], [5.554, -4.076, 0.334], [5.456, -2.697, 0.402], [4.248, -2.007, 0.267], [4.265, -0.544, 0.389], [3.454, 0.345, -0.144], [3.922, 1.583, 0.235], [5.032, 1.457, 1.010], [5.246, 0.097, 1.100], [2.255, -4.726, -0.201], [4.413, -5.888, 0.062], [6.513, -4.571, 0.419], [6.375, -2.126, 0.518], [3.418, 2.486, -0.074], [5.675, 2.174, 1.491], [5.931, -0.360, 1.674], [-1.319, -2.960, -0.129], [-2.516, -2.109, 0.201], [-3.565, -1.947, -0.689], [-4.682, -1.202, -0.334], [-6.022, -1.068, -1.468], [-4.769, -0.597, 0.900], [-3.721, -0.746, 1.803], [-2.596, -1.484, 1.457], [-1.547, -1.704, 2.273], [-1.584, -1.178, 3.594], [-1.647, 0.353, 3.727], [-2.004, 0.751, 4.856], [-1.340, 1.021, 2.714], [-1.409, -3.388, -1.129], [-1.218, -3.768, 0.601], [-0.384, -2.399, -0.069], [-3.511, -2.402, -1.671], [-5.634, -0.001, 1.158], [-3.780, -0.254, 2.765], [-0.648, -1.504, 4.044], [-2.414, -1.614, 4.158], [0.827, 1.439, -5.448], [1.438, 2.265, -4.511], [1.291, 2.005, -3.149], [0.535, 0.925, -2.713], [-0.067, 0.097, -3.651], [0.077, 0.349, -5.015], [0.935, 1.641, -6.508], [2.029, 3.112, -4.844], [1.780, 2.657, -2.430], [-0.653, -0.758, -3.328], [-0.397, -0.303, -5.741], [-3.890, 2.823, 2.797], [-3.887, 2.712, 1.377], [-2.513, 2.299, 0.569], [-1.610, 3.648, 0.888], [-0.296, 3.566, 1.433], [-3.197, 2.851, -0.839], [-2.449, 2.562, -2.015], [-3.907, 3.880, 3.076], [-3.023, 2.354, 3.263], [-4.798, 2.347, 3.173], [-0.142, 2.628, 1.965], [-0.172, 4.398, 2.127], [0.445, 3.658, 0.633], [-2.658, 1.553, -2.381], [-1.372, 2.640, -1.855], [-2.740, 3.285, -2.778]], "forces_ev_per_angstrom": [[0.1, 0.1, -0.7], [0.1, 0.1, 0.0], [-0.1, 0.0, 0.0], [0.0, 0.0, -0.1], [0.1, 0.2, 0.0], [-0.1, 0.0, 0.0], [0.0, 0.0, -0.1], [0.0, 0.1, 0.1], [0.0, -0.1, 0.0], [0.0, 0.2, -0.1], [-0.1, -0.2, 0.0], [0.0, -0.1, 0.0], [0.0, 0.0, 0.0], [0.0, 0.0, 0.0], [0.0, 0.0, 0.0], [0.0, 0.0, 0.0], [0.0, 0.0, 0.0], [0.0, 0.0, 0.0], [0.0, 0.0, 0.0], [0.0, 0.0, 0.0], [-0.1, 0.2, 0.1], [0.1, -0.1, -0.1], [0.0, 0.0, 0.0], [0.0, 0.0, -0.1], [0.1, 0.0, 0.0], [0.0, 0.0, 0.1], [-0.1, 0.0, 0.0], [-0.1, -0.1, 0.1], [0.1, 0.0, 0.0], [0.0, -0.1, -0.1], [0.1, 0.2, -0.1], [0.0, 0.0, 0.0], [0.0, -0.2, 0.5], [0.0, 0.0, 0.0], [0.0, 0.0, 0.0], [0.0, -0.1, 0.0], [0.0, 0.0, 0.0], [0.0, 0.0, 0.0], [0.0, 0.0, 0.0], [0.0, -0.1, 0.0], [-0.1, 0.0, 0.0], [0.0, 0.0, 0.1], [-0.1, 0.0, 0.0], [0.0, 0.0, -0.2], [0.1, -0.3, 0.9], [0.0, 0.0, -0.2], [0.0, 0.1, 0.0], [0.0, 0.0, 0.0], [0.0, 0.0, 0.0], [0.0, 0.0, 0.0], [0.0, 0.0, 0.0], [0.0, 0.0, 0.0], [0.1, 0.1, 0.0], [0.1, -0.1, 0.1], [-0.4, 0.5, -0.4], [0.0, 0.0, 0.1], [0.0, -0.2, -0.1], [0.1, -0.1, -0.1], [0.0, 0.0, 0.1], [0.0, 0.0, 0.0], [0.0, 0.0, 0.0], [0.0, 0.0, 0.0], [0.0, 0.0, 0.0], [0.0, 0.0, 0.0], [0.0, 0.0, 0.0], [0.0, 0.0, 0.0], [0.0, 0.0, 0.0], [0.0, 0.0, 0.0]], "mulliken_spin": [0.4573, 0.0482, 0.0210, 0.0005, 0.0004, 0.0001, 0.0016, -0.0257, 0.0049, 0.0170, -0.0015, 0.0065, 0.0016, 0.0004, 0.0003, 0.0000, 0.0001, -0.0086, -0.0001, 0.0001, 0.0306, -0.0552, 0.0016, 0.0011, 0.0000, 0.0017, -0.0166, 0.0283, 0.0100, 0.0091, -0.0065, 0.0008, -0.0339, 0.0006, 0.0000, 0.0041, -0.0012, -0.0003, 0.0009, -0.0035, -0.0002, -0.0229, 0.0247, 0.0344, 0.3348, 0.0045, 0.0199, -0.0017, 0.0031, 0.0138, 0.0206, 0.0033, 0.0001, 0.0063, 0.0254, 0.0023, 0.0526, 0.0048, 0.0000, 0.0001, 0.0007, 0.0000, -0.0148, 0.0044, -0.0140, -0.0009, 0.0028, 0.0005], "spin_multiplicity": 2, "homo_lumo_gap_ev": [5.555, 6.315], "lumo_energy_ev": [4.46, 4.45], "total_charge": -2, "e_homo_ev": [-1.1, -1.9]}



No. 2
{"formula": "C27H29FN4O4", "method": "wB97M-V/def2-TZVPD", "elements": ["C", "H", "O", "C", "H", "H", "C", "N", "C", "O", "C", "N", "C", "O", "C", "H", "C", "C", "O", "N", "C", "N", "C", "C", "C", "C", "H", "H", "H", "H", "H", "H", "H", "H", "C", "C", "C", "C", "C", "C", "H", "H", "H", "C", "H", "H", "H", "H", "C", "C", "C", "C", "C", "C", "H", "H", "F", "H", "H", "H", "H", "H", "H", "H", "H"], "positions_angstrom": [[-5.422, -3.144, 0.083], [-6.296, -3.598, -0.381], [-4.324, -3.944, -0.285], [-3.117, -3.615, 0.353], [-3.265, -3.552, 1.444], [-2.440, -4.447, 0.138], [-2.495, -2.305, -0.152], [-1.212, -2.087, 0.475], [-0.145, -1.621, -0.195], [-0.159, -1.335, -1.375], [1.088, -1.488, 0.727], [1.090, -0.154, 1.350], [0.331, 0.039, 2.445], [-0.414, -0.836, 2.872], [0.423, 1.389, 3.132], [1.215, 2.003, 2.707], [-0.917, 2.130, 3.016], [-1.148, 2.490, 1.559], [-0.630, 3.453, 1.041], [-1.953, 1.603, 0.905], [-2.355, 1.613, -0.428], [-3.250, 0.674, -0.715], [-3.681, 0.574, -1.961], [-3.253, 1.405, -2.982], [-2.331, 2.394, -2.672], [-1.868, 2.513, -1.375], [-1.158, 3.269, -1.089], [-1.972, 3.068, -3.437], [-3.628, 1.281, -3.985], [-4.402, -0.212, -2.141], [-2.350, 0.834, 1.429], [-0.861, 3.055, 3.591], [-1.719, 1.505, 3.410], [0.633, 1.202, 4.187], [1.889, 0.847, 0.725], [1.437, 1.443, -0.441], [2.214, 2.392, -1.091], [3.449, 2.728, -0.551], [3.905, 2.126, 0.608], [3.131, 1.178, 1.251], [3.480, 0.693, 2.151], [4.871, 2.390, 1.011], [4.063, 3.467, -1.046], [1.715, 3.052, -2.338], [1.011, 2.408, -2.859], [1.204, 3.980, -2.080], [2.540, 3.296, -3.004], [0.483, 1.152, -0.852], [2.424, -1.750, 0.079], [3.414, -2.359, 0.844], [4.682, -2.564, 0.334], [4.948, -2.153, -0.959], [3.981, -1.557, -1.746], [2.719, -1.353, -1.219], [1.953, -0.903, -1.827], [4.220, -1.255, -2.753], [6.186, -2.341, -1.464], [5.456, -3.033, 0.920], [3.194, -2.674, 1.854], [0.953, -2.200, 1.553], [-1.175, -2.097, 1.489], [-2.329, -2.360, -1.230], [-3.160, -1.459, 0.052], [-5.554, -3.133, 1.172], [-5.321, -2.114, -0.272]], "forces_ev_per_angstrom": [[0.0, 0.0, 0.0], [0.0, 0.1, 0.0], [0.0, 0.0, -0.1], [0.3, 0.1, -0.1], [0.0, -0.1, 0.0], [0.0, 0.1, 0.1], [-0.4, -0.2, -0.1], [-0.5, -0.3, 0.3], [0.2, -0.2, 0.5], [0.0, 0.2, -0.4], [-0.1, -0.3, 0.0], [0.2, -0.2, -0.2], [0.1, 0.3, 0.3], [-0.2, -0.1, 0.3], [-0.2, 0.0, 0.1], [-0.1, 0.0, 0.1], [0.2, 0.0, -0.1], [-0.2, 0.0, 0.5], [0.1, 0.2, -0.1], [-0.1, -0.3, 0.1], [-0.1, 0.1, -0.4], [0.1, 0.2, 0.4], [0.0, 0.0, -0.2], [0.0, 0.1, 0.0], [-0.1, -0.2, 0.1], [0.1, 0.1, 0.0], [0.0, 0.0, 0.0], [0.0, 0.1, 0.0], [-0.1, 0.0, -0.1], [-0.1, -0.1, -0.1], [0.1, 0.1, 0.0], [-0.1, 0.0, -0.1], [0.0, 0.0, 0.0], [0.0, 0.0, -0.1], [0.2, 0.5, 0.0], [0.1, 0.0, 0.2], [0.1, -0.1, 0.1], [-0.1, 0.0, -0.1], [0.0, 0.0, 0.1], [-0.1, 0.0, -0.1], [0.0, -0.1, 0.1], [0.1, 0.0, 0.0], [0.1, 0.1, -0.1], [0.0, 0.1, 0.0], [-0.1, 0.0, -0.1], [-0.1, 0.1, -0.1], [0.0, 0.0, -0.1], [-0.1, -0.1, -0.1], [-0.1, -0.3, 0.0], [-0.1, 0.1, -0.1], [0.2, 0.0, -0.1], [-0.1, 0.0, 0.1], [0.2, -0.1, 0.0], [0.1, -0.1, -0.1], [0.0, 0.0, 0.0], [0.1, 0.0, -0.1], [-0.1, 0.0, 0.0], [0.1, -0.1, 0.0], [0.0, 0.0, 0.1], [0.1, 0.2, -0.2], [0.2, 0.1, -0.2], [-0.1, 0.0, 0.1], [0.1, -0.2, -0.1], [0.0, 0.0, 0.0], [0.0, 0.0, 0.0]], "lowdin_charge": [-0.1092, 0.0893, -0.1830, -0.2145, 0.1235, 0.1284, -0.1583, 0.0868, -0.4185, 0.0637, -0.1155, 0.0757, -0.4372, 0.0401, -0.0667, 0.1099, -0.0784, -0.4678, 0.0807, 0.1683, -0.2846, 0.1103, -0.1366, -0.0625, -0.0557, -0.0089, 0.0925, 0.1095, 0.1001, 0.1071, 0.1450, 0.1267, 0.1177, 0.1321, -0.2329, 0.0224, -0.2486, -0.0337, -0.0566, -0.0193, 0.1248, 0.1058, 0.1127, -0.0386, 0.0760, 0.0866, 0.0795, 0.1123, -0.1708, -0.0233, -0.0035, -0.2734, 0.0167, -0.0124, 0.1069, 0.1200, 0.0562, 0.1168, 0.1197, 0.1494, 0.1170, 0.1302, 0.0848, 0.0909, 0.0746], "homo_lumo_gap_ev": 9.667, "lumo_energy_ev": 0.67, "smiles": "COCCNC(=O)[C@@H](c1ccc(F)cc1)N(C(=O)CCC(=O)Nc1ccccn1)c1cccc(C)c1", "e_homo_ev": -9.0}



Calculated ΔE to the lowest compared entry with this formula, charge and spin in order - 0.0 57.1 kJ/mol